Entry 1:
17
Properties=species:S:1:pos:R:3:lowdin_charge:R:1 method="wB97M-V/def2-TZVPD" de_lowest_kcal_mol=0.0 multiplicity=1 total_charge=+3 orbital_gap_ev=5.0 total_energy_ha=-395.413139
N 1.82456 -1.39067 0.05743 0.373
B 1.52834 -0.09869 0.52512 -0.316
C 0.83560 0.74865 -0.82893 0.017
C -0.64109 1.02808 -0.48786 -0.047
C -1.47547 -0.01338 0.18373 -0.413
O -2.37376 0.32301 0.98872 -0.106
O -1.28929 -1.28000 -0.09632 0.188
H 1.29361 -2.21089 0.36940 0.161
H 2.02718 -1.53821 -0.93822 0.165
H 2.60107 0.54534 0.75994 0.280
H 0.90939 -0.18001 1.55358 0.112
H 0.95542 0.25372 -1.78809 0.126
H 1.34934 1.70023 -0.93349 0.127
H -1.12466 1.25124 -1.45292 0.192
H -0.69834 1.92922 0.11882 0.152
H -1.94984 -1.67965 -0.69848 0.205
Zr -3.77208 0.61204 2.66757 1.783

Entry 2:
15
Properties=species:S:1:pos:R:3:lowdin_charge:R:1 method="wB97M-V/def2-TZVPD" de_lowest_kcal_mol=42.0 multiplicity=1 total_charge=+1 orbital_gap_ev=10.5 total_energy_ha=-195.749381
O 1.24830 1.60066 -0.69813 0.215
H 1.03000 2.15115 0.11346 0.210
H 1.80113 2.00449 -1.40014 0.188
H 0.72102 0.61101 -0.89181 0.240
C 0.29835 -0.74619 1.29018 -0.088
C -0.29846 -1.05559 -0.13925 -0.284
C -1.34730 -0.01319 -0.60045 -0.103
H 0.09020 0.07639 1.83803 0.024
H 1.33717 -0.41362 1.24382 0.067
H 0.21741 -1.58345 1.95961 0.083
H -0.89799 -1.91554 -0.15312 0.090
H 0.50828 -1.47231 -0.66249 0.093
H -2.38297 -0.47567 -0.45385 0.125
H -1.21941 0.85779 0.12960 0.085
H -1.10573 0.37406 -1.57546 0.056

Entry 3:
9
Properties=species:S:1:pos:R:3:lowdin_charge:R:1 method="wB97M-V/def2-TZVPD" de_lowest_kcal_mol=66.4 multiplicity=1 total_charge=+1 orbital_gap_ev=10.1 total_energy_ha=-300.463552 smiles="[NH2+]=C1[C@H]2C(=O)N12"
C -0.71777 -0.39071 -0.05644 -0.198
C -2.80176 0.00944 -0.02457 -0.378
C -1.57672 0.80476 0.21477 0.252
N -1.82323 -0.96264 0.47781 0.315
N 0.63402 -0.54717 -0.29626 0.238
O -3.90690 -0.02384 -0.33248 0.282
H -1.18937 1.59947 0.82982 0.149
H 1.05686 0.37158 -0.44276 0.148
H 1.05421 -1.51559 -0.14893 0.191

Entry 4:
169
Properties=species:S:1:pos:R:3:lowdin_charge:R:1 method="wB97M-V/def2-TZVPD" multiplicity=1 orbital_gap_ev=9.4 total_energy_ha=-2983.896931 smiles=COC[C@H](C)N.COC[C@H](C)N.COC[C@H](C)N.COC[C@H](C)N.COC[C@H](C)N.COC[C@H](C)N.COC[C@H](C)N.COC[C@H](C)N.COCCNCCOC.O.O.O
O -18.13085 -24.39414 -0.94211 -0.081
H -19.00352 -24.66547 -0.68922 0.003
H -18.24751 -24.17561 -1.88787 0.024
O -19.77318 -25.27480 -2.98878 -0.072
H -20.47771 -25.14682 -3.61441 0.031
H -19.45355 -26.17556 -3.19939 0.010
O -11.22605 -26.94803 -4.72218 -0.101
H -10.30091 -26.61464 -4.67848 -0.019
H -11.68439 -26.20526 -5.17047 0.025
C -15.39516 -26.36957 -3.82532 -0.053
C -14.24180 -25.81281 -3.03163 -0.398
C -13.80271 -24.40181 -3.58962 -0.167
O -13.68159 -24.46097 -5.02920 -0.196
C -12.95239 -23.33581 -5.42688 -0.144
N -14.53227 -25.55243 -1.62743 0.056
H -15.14886 -26.36184 -4.92213 0.086
H -16.29116 -25.74850 -3.66653 0.091
H -15.56747 -27.39861 -3.53644 0.052
H -13.36330 -26.50248 -3.13385 0.128
H -12.83127 -24.08016 -3.14878 0.118
H -14.53732 -23.64029 -3.37189 0.105
H -11.89946 -23.37510 -5.20548 0.055
H -13.39997 -22.47319 -4.99037 0.062
H -13.05941 -23.17229 -6.49439 0.067
H -14.54890 -26.41512 -1.04365 0.075
H -15.41444 -25.14409 -1.48956 0.026
C -16.06704 -30.72519 -5.43195 -0.081
C -17.45365 -30.74155 -5.91422 -0.437
C -17.61654 -29.44567 -6.80854 -0.177
O -17.36124 -28.29334 -5.98132 -0.253
C -17.16753 -27.15004 -6.86870 -0.074
N -17.77942 -31.99684 -6.59399 0.050
H -15.88865 -31.46195 -4.62614 0.069
H -15.82573 -29.75544 -4.97713 0.079
H -15.31652 -30.95441 -6.20406 0.096
H -18.06062 -30.66135 -5.02156 0.126
H -18.60827 -29.31179 -7.29112 0.127
H -16.86932 -29.50314 -7.56886 0.105
H -18.00235 -27.08473 -7.60989 0.098
H -16.19240 -27.25225 -7.33249 0.093
H -17.21373 -26.26196 -6.26734 0.067
H -18.78512 -32.12032 -6.63003 0.072
H -17.29340 -32.03998 -7.47168 0.066
C -8.01799 -25.52990 -0.29200 -0.051
C -9.19982 -24.63581 0.21841 -0.420
C -10.07283 -24.42860 -1.07038 -0.180
O -9.32930 -23.86710 -2.13408 -0.229
C -9.46095 -22.49855 -2.20557 -0.120
N -9.88625 -25.21301 1.31863 0.053
H -7.36924 -24.92939 -0.96720 0.081
H -8.37050 -26.36764 -0.90805 0.068
H -7.48075 -25.97562 0.51549 0.060
H -8.76957 -23.64644 0.52324 0.147
H -10.96844 -23.79970 -0.88571 0.108
H -10.38843 -25.39947 -1.44340 0.113
H -8.83568 -22.11046 -3.03786 0.090
H -9.03489 -21.99034 -1.33883 0.096
H -10.47743 -22.16395 -2.31310 0.071
H -10.25021 -26.11305 1.10183 0.040
H -10.55441 -24.53421 1.65829 0.081
C -17.29993 -28.67772 -1.55743 -0.055
C -18.67770 -28.88814 -2.11259 -0.449
C -19.73917 -28.64474 -1.10171 -0.265
O -20.98870 -28.68189 -1.65579 -0.162
C -21.89317 -27.91885 -0.91406 -0.108
N -18.86040 -28.19029 -3.36267 0.065
H -17.12142 -27.66440 -1.24910 0.070
H -16.48368 -28.91885 -2.19203 0.050
H -17.19999 -29.31238 -0.65676 0.087
H -18.73489 -29.98472 -2.31908 0.142
H -19.49045 -27.63742 -0.67456 0.131
H -19.67470 -29.28007 -0.20359 0.139
H -21.51632 -26.90649 -0.84661 0.081
H -22.16321 -28.32433 0.07661 0.095
H -22.79810 -27.99497 -1.50664 0.088
H -18.05687 -28.24563 -4.01392 0.066
H -19.63221 -28.58465 -3.89060 0.089
C -12.45397 -19.25763 -5.89200 -0.044
C -11.12460 -19.28836 -6.67604 -0.409
C -10.13581 -20.22345 -6.04088 -0.282
O -9.83422 -19.95842 -4.74486 -0.174
C -8.80572 -18.99913 -4.57170 -0.080
N -11.38020 -19.70661 -8.07985 0.043
H -13.23285 -18.99726 -6.62780 0.071
H -12.52227 -18.58155 -5.04835 0.063
H -12.69701 -20.25872 -5.49220 0.065
H -10.68953 -18.28986 -6.75866 0.137
H -9.25332 -20.16446 -6.61300 0.105
H -10.57169 -21.24332 -6.14818 0.128
H -7.98001 -19.17547 -5.22748 0.074
H -8.45201 -19.08184 -3.54040 0.093
H -9.13603 -17.96546 -4.78852 0.095
H -10.74094 -19.30152 -8.70520 0.042
H -11.27033 -20.73648 -8.18296 0.085
C -9.19850 -23.84429 -5.72812 -0.045
C -8.19952 -24.98106 -5.52961 -0.394
C -6.83193 -24.43250 -5.11563 -0.212
O -6.25742 -23.53685 -6.04616 -0.183
C -5.43110 -22.54288 -5.51711 -0.119
N -8.61104 -25.83472 -4.42145 0.032
H -8.73554 -23.06414 -6.30345 0.067
H -9.55893 -23.56830 -4.73977 0.061
H -10.09876 -24.05079 -6.34160 0.080
H -8.07624 -25.60875 -6.43788 0.155
H -6.19500 -25.33961 -4.96602 0.136
H -6.96980 -23.94838 -4.14311 0.119
H -4.98720 -21.99622 -6.36292 0.096
H -4.67599 -22.94672 -4.83823 0.087
H -5.98913 -21.84882 -4.89163 0.075
H -8.04431 -26.64959 -4.35260 0.081
H -8.57065 -25.35067 -3.51635 0.071
C -14.32398 -22.55317 -10.14481 -0.050
C -15.34391 -22.51496 -8.97963 -0.426
C -15.68941 -23.92982 -8.56213 -0.188
O -16.73089 -24.52649 -9.38086 -0.189
C -18.00910 -24.09451 -9.08507 -0.153
N -14.75442 -21.83633 -7.80835 0.039
H -14.62419 -23.21552 -10.95295 0.077
H -13.43623 -23.05588 -9.79594 0.067
H -14.12752 -21.54891 -10.53118 0.077
H -16.25000 -22.01815 -9.33093 0.123
H -15.98215 -23.88621 -7.46767 0.128
H -14.79988 -24.57583 -8.56695 0.130
H -18.65153 -24.75492 -9.68115 0.093
H -18.30975 -23.07006 -9.34256 0.082
H -18.18778 -24.23637 -8.00988 0.083
H -15.38180 -21.60678 -7.00092 0.106
H -14.36581 -20.97223 -8.10358 0.040
C -14.10750 -21.40907 1.05219 -0.047
C -14.34042 -21.29486 -0.47259 -0.425
C -12.98075 -21.46148 -1.18369 -0.228
O -12.01505 -20.49106 -0.82926 -0.193
C -12.17143 -19.38976 -1.69595 -0.106
N -15.29036 -22.27787 -0.98892 0.029
H -14.89368 -21.03735 1.68622 0.064
H -13.20562 -20.84061 1.30909 0.075
H -14.00902 -22.46245 1.23416 0.067
H -14.77492 -20.34201 -0.76690 0.124
H -13.20343 -21.36274 -2.25929 0.113
H -12.47643 -22.45450 -1.07305 0.110
H -11.89529 -19.72496 -2.70253 0.074
H -11.50507 -18.57112 -1.42160 0.090
H -13.18641 -18.97846 -1.66649 0.089
H -14.83515 -23.23958 -0.89957 0.065
H -16.11548 -22.32693 -0.37409 0.075
C -13.04653 -27.69614 1.23265 -0.149
O -12.93197 -28.09097 -0.06448 -0.209
C -11.61084 -28.48566 -0.45631 -0.198
C -11.76721 -29.21329 -1.77305 -0.172
N -12.57818 -30.49202 -1.55704 -0.029
C -12.99590 -30.95242 -2.89954 -0.206
C -14.05438 -32.03407 -2.67405 -0.237
O -15.19769 -31.43221 -2.12957 -0.228
C -15.66328 -31.97686 -0.90990 -0.103
H -12.36527 -26.87533 1.44837 0.063
H -12.71549 -28.46178 1.98611 0.109
H -14.01359 -27.23203 1.36413 0.088
H -11.25229 -29.11322 0.36077 0.123
H -10.93370 -27.63530 -0.60816 0.102
H -10.77280 -29.58818 -2.11434 0.129
H -12.19007 -28.54284 -2.54199 0.101
H -13.45530 -30.20010 -1.14866 0.075
H -12.10882 -31.29501 -3.47361 0.132
H -13.47084 -30.19606 -3.47423 0.094
H -13.61740 -32.73260 -1.95713 0.118
H -14.28676 -32.53173 -3.59576 0.103
H -15.08994 -31.58359 -0.05400 0.084
H -15.49648 -33.08080 -0.91997 0.095
H -16.74266 -31.65329 -0.76804 0.095